ORCA calculation (ωB97M-V/def2-TZVPD) on a structure of composition C14H23O9P2RbSe3Te in a non-equilibrium geometry.

```
53
Properties=species:S:1:pos:R:3:forces:R:3
Rb -0.8963 0.2903 -0.4575 -0.6 0.0 -0.8
C 1.9554 0.1854 4.0132 0.0 0.1 0.0
C 1.6921 1.2656 2.9681 0.0 0.0 0.0
O 2.4091 2.4695 3.2833 -0.1 -0.1 -0.1
P -0.0794 1.6336 2.7911 0.0 -0.1 -0.1
O -0.1678 2.8969 1.8569 0.1 -0.1 0.0
O -0.5075 2.2107 4.2339 -0.1 0.1 0.0
O -0.8914 0.4584 2.3872 0.2 0.1 0.3
P 2.2387 0.7339 1.2511 0.1 0.0 0.0
O 1.6358 -0.7796 1.2057 -0.1 0.1 0.0
O 1.4089 1.5977 0.3166 0.3 0.0 0.2
O 3.7068 0.6529 1.1745 0.0 0.0 0.0
H 1.7502 0.5780 5.0125 0.0 0.0 0.0
H 3.0030 -0.1118 3.9545 0.0 0.0 0.0
H 1.3334 -0.6930 3.8458 0.0 0.0 0.0
H 1.9639 2.8979 4.0233 0.0 0.0 0.0
H 0.4305 2.6384 1.0686 -0.1 0.1 0.1
H -1.3953 1.9061 4.4583 0.0 0.0 0.0
H 0.6725 -0.7931 1.3289 0.2 -0.1 0.2
Se -0.9333 -0.9853 -3.7082 -0.1 -0.1 0.0
Se -3.2668 -1.3210 -3.6090 0.0 0.1 0.0
Te -3.9322 0.9620 -2.5895 0.0 0.1 -0.1
Se -6.4066 0.9215 -2.3089 0.0 -0.1 0.0
C -0.2107 5.2739 -1.0390 0.0 0.0 0.0
C -1.7359 5.3234 -1.1340 0.0 0.0 0.0
C -2.1072 3.8861 -0.8031 0.1 0.0 -0.1
O -1.0486 3.0894 -1.3445 0.0 0.0 0.2
C 0.0914 3.9040 -1.6376 -0.1 0.0 0.0
H 0.1042 5.3104 0.0069 0.0 0.0 0.0
H 0.2889 6.0791 -1.5797 0.0 0.0 0.0
H -2.0457 5.5629 -2.1540 0.0 0.0 0.0
H -2.1963 6.0396 -0.4522 0.0 0.0 0.0
H -3.0474 3.5591 -1.2457 0.0 0.0 0.0
H -2.1538 3.7379 0.2806 0.0 0.0 0.0
H 0.2052 3.9595 -2.7245 0.0 0.0 0.0
H 0.9794 3.4288 -1.2204 0.0 0.0 0.0
C -2.2278 -4.0466 -1.4772 0.1 -0.1 -0.1
C -0.9520 -3.5131 -0.8981 0.1 -0.2 -0.2
O -0.9355 -2.4799 -0.2714 0.1 0.1 0.4
C 0.3279 -4.3003 -1.0837 -0.3 0.2 0.0
C 1.5242 -3.7455 -0.6462 0.2 0.1 0.1
C 2.7147 -4.4417 -0.7960 -0.1 0.0 0.0
C 2.7153 -5.7014 -1.3822 0.0 0.0 0.0
C 1.5239 -6.2577 -1.8244 -0.1 0.0 0.0
C 0.3349 -5.5538 -1.6765 0.0 -0.2 -0.1
H -3.0396 -3.3610 -1.2564 0.0 0.0 0.0
H -2.4391 -5.0463 -1.0852 0.0 0.0 0.0
H -2.1257 -4.1053 -2.5634 0.0 0.0 0.0
H 1.5164 -2.7592 -0.1988 0.0 0.0 0.0
H 3.6413 -3.9929 -0.4600 0.0 0.0 0.0
H 3.6451 -6.2450 -1.5024 0.0 0.0 0.0
H 1.5189 -7.2343 -2.2928 0.0 0.0 0.0
H -0.5899 -5.9849 -2.0386 0.0 0.0 0.0
```
Positions in Å, forces in eV/Å.

As for the lowest unoccupied orbital energy: 3.58 eV. The value obtained for the energy relative to the best compared isomer or geometry (same formula, charge and spin) is 0.331 eV. As for the charge: -2. For the maximum force, the calculation gives 1.03 eV Å⁻¹. Its HOMO energy is -0.0087 hartree. The multiplicity is 1. The calculation puts the gap between HOMO and LUMO at 3.82 eV.